No. 1
Density functional theory data (the ωB97M-V functional and the def2-TZVPD basis) for 10 unconnected molecules or ions with the total composition C54H128O6 at a distorted geometry.

Last columns: bonded neighbours and bond lengths (Å).
Geometry (Å):
1 C 0.4066 -0.4059 6.2580  C2 1.518, H7 1.090, H8 1.090, H9 1.090
2 C 1.0352 -0.7622 4.9232  C1 1.518, C3 1.556, H10 1.090, H11 1.090
3 C 2.2925 0.1014 4.6173  C2 1.556, C4 1.553, H12 1.090, H13 1.090
4 C 3.1462 -0.4271 3.4331  C3 1.553, C5 1.566, H14 1.090, H15 1.090
5 C 4.3592 0.5187 3.1397  C4 1.566, C6 1.477, H16 1.090, H17 1.090
6 C 5.1216 0.1327 1.9352  C5 1.477, H18 1.090, H19 1.090, H20 1.090
7 H 1.0993 -0.5319 7.0901  C1 1.090
8 H -0.4598 -1.0589 6.3634  C1 1.090
9 H 0.1171 0.6436 6.3113  C1 1.090
10 H 1.2696 -1.8260 4.9625  C2 1.090
11 H 0.3296 -0.6017 4.1081  C2 1.090
12 H 2.8613 0.1742 5.5443  C3 1.090
13 H 1.9741 1.1252 4.4208  C3 1.090
14 H 3.4925 -1.4572 3.5173  C4 1.090
15 H 2.4686 -0.4382 2.5794  C4 1.090
16 H 4.0769 1.5241 2.8273  C5 1.090
17 H 4.9648 0.5971 4.0426  C5 1.090
18 H 5.6121 -0.8406 1.9539  C6 1.090
19 H 4.4512 0.2225 1.0804  C6 1.090
20 H 5.9519 0.8249 1.7957  C6 1.090
21 C 2.7648 6.1027 3.5315  C22 1.517, H27 1.090, H28 1.090, H29 1.090
22 C 2.2860 4.7003 3.8566  C21 1.517, C23 1.655, H30 1.090, H31 1.090
23 C 0.6325 4.6612 3.9277  C22 1.655, C24 1.533, H32 1.090, H33 1.090
24 C 0.0163 3.2811 4.1864  C23 1.533, C25 1.557, H34 1.090, H35 1.090
25 C -1.5088 3.2725 3.8710  C24 1.557, C26 1.532, H36 1.090, H37 1.090
26 C -2.0914 1.9240 4.3049  C25 1.532, H38 1.090, H39 1.090, H40 1.090
27 H 2.2303 6.4281 2.6390  C21 1.090
28 H 3.8145 6.0884 3.2384  C21 1.090
29 H 2.6152 6.7797 4.3726  C21 1.090
30 H 2.5921 4.0094 3.0711  C22 1.090
31 H 2.7252 4.4259 4.8157  C22 1.090
32 H 0.2285 4.9418 2.9550  C23 1.090
33 H 0.1270 5.4033 4.5456  C23 1.090
34 H 0.4217 2.5688 3.4678  C24 1.090
35 H 0.3155 2.9574 5.1833  C24 1.090
36 H -1.9987 4.0904 4.3994  C25 1.090
37 H -1.7492 3.6153 2.8646  C25 1.090
38 H -1.4535 1.0523 4.1587  C26 1.090
39 H -2.4518 1.9831 5.3319  C26 1.090
40 H -3.0331 1.7244 3.7935  C26 1.090
41 C -5.3675 -2.6571 -1.2088  C42 1.506, H47 1.090, H48 1.090, H49 1.090
42 C -5.2834 -3.6162 -0.0505  C41 1.506, C43 1.463, H50 1.090, H51 1.090
43 C -5.7241 -4.9862 -0.3126  C42 1.463, C44 1.546, H52 1.090, H53 1.090
44 C -5.7139 -5.7732 1.0178  C43 1.546, C45 1.559, H54 1.090, H55 1.090
45 C -6.3600 -7.1664 0.7480  C44 1.559, C46 1.551, H56 1.090, H57 1.090
46 C -6.5906 -7.9523 2.0651  C45 1.551, H58 1.090, H59 1.090, H60 1.090
47 H -6.3970 -2.6045 -1.5628  C41 1.090
48 H -4.7488 -3.0399 -2.0204  C41 1.090
49 H -4.9666 -1.6682 -0.9864  C41 1.090
50 H -4.2297 -3.6702 0.2233  C42 1.090
51 H -5.8151 -3.1522 0.7801  C42 1.090
52 H -5.0720 -5.5654 -0.9664  C43 1.090
53 H -6.7032 -4.9996 -0.7915  C43 1.090
54 H -4.6853 -5.9341 1.3405  C44 1.090
55 H -6.1375 -5.2106 1.8498  C44 1.090
56 H -7.2662 -7.1170 0.1443  C45 1.090
57 H -5.6017 -7.6779 0.1553  C45 1.090
58 H -5.6461 -7.8718 2.6033  C46 1.090
59 H -7.4297 -7.6512 2.6923  C46 1.090
60 H -6.7911 -8.9876 1.7895  C46 1.090
61 C -2.0095 4.2679 -1.4292  C62 1.565, H67 1.090, H68 1.090, H69 1.090
62 C -0.4948 4.4881 -1.1025  C61 1.565, C63 1.551, H70 1.090, H71 1.090
63 C -0.2084 5.7874 -0.3057  C62 1.551, C64 1.554, H72 1.090, H73 1.090
64 C 1.2070 6.0120 0.2964  C63 1.554, C65 1.515, H74 1.090, H75 1.090
65 C 2.3043 5.9760 -0.7481  C64 1.515, C66 1.499, H76 1.090, H77 1.090
66 C 3.6946 6.1199 -0.2066  C65 1.499, H78 1.090, H79 1.090, H80 1.090
67 H -2.5991 4.2028 -0.5148  C61 1.090
68 H -2.1235 3.2743 -1.8626  C61 1.090
69 H -2.3901 5.0458 -2.0911  C61 1.090
70 H -0.1912 3.6165 -0.5227  C62 1.090
71 H -0.0206 4.4986 -2.0839  C62 1.090
72 H -0.8788 5.7557 0.5531  C63 1.090
73 H -0.5033 6.6699 -0.8734  C63 1.090
74 H 1.2050 7.0046 0.7469  C64 1.090
75 H 1.3221 5.3329 1.1412  C64 1.090
76 H 2.2279 5.0533 -1.3232  C65 1.090
77 H 2.1260 6.7966 -1.4431  C65 1.090
78 H 4.4985 6.1962 -0.9387  C66 1.090
79 H 3.7674 7.0240 0.3979  C66 1.090
80 H 3.8900 5.2084 0.3582  C66 1.090
81 C 2.3006 -0.0163 -3.5108  C82 1.490, H87 1.090, H88 1.090, H89 1.090
82 C 3.5090 0.0544 -2.6418  C81 1.490, C83 1.558, H90 1.090, H91 1.090
83 C 3.6493 -1.3424 -1.9656  C82 1.558, C84 1.554, H92 1.090, H93 1.090
84 C 2.4727 -1.7181 -1.0231  C83 1.554, C85 1.577, H94 1.090, H95 1.090
85 C 2.6531 -2.9863 -0.1031  C84 1.577, C86 1.558, H96 1.090, H97 1.090
86 C 1.3888 -3.5680 0.5967  C85 1.558, H98 1.090, H99 1.090, H100 1.090
87 H 1.4139 -0.2729 -2.9312  C81 1.090
88 H 2.4859 -0.6150 -4.4026  C81 1.090
89 H 2.0457 1.0080 -3.7825  C81 1.090
90 H 4.4085 0.2231 -3.2338  C82 1.090
91 H 3.4012 0.8623 -1.9180  C82 1.090
92 H 4.5488 -1.2185 -1.3626  C83 1.090
93 H 3.7899 -2.1140 -2.7225  C83 1.090
94 H 2.1135 -0.8666 -0.4452  C84 1.090
95 H 1.6327 -2.0277 -1.6450  C84 1.090
96 H 3.0709 -3.7489 -0.7603  C85 1.090
97 H 3.3971 -2.8156 0.6750  C85 1.090
98 H 0.8880 -2.8795 1.2774  C86 1.090
99 H 0.7740 -4.0631 -0.1549  C86 1.090
100 H 1.7061 -4.4021 1.2225  C86 1.090
101 C -0.9096 -1.6194 -5.1565  C102 1.549, H107 1.090, H108 1.090, H109 1.090
102 C -0.9479 -3.0334 -4.5259  C101 1.549, C103 1.526, H110 1.090, H111 1.090
103 C -1.2404 -2.9808 -3.0296  C102 1.526, C104 1.516, H112 1.090, H113 1.090
104 C -1.1466 -4.3427 -2.3697  C103 1.516, C105 1.529, H114 1.090, H115 1.090
105 C -2.1693 -5.3886 -2.8152  C104 1.529, C106 1.592, H116 1.090, H117 1.090
106 C -2.1940 -6.6188 -1.8054  C105 1.592, H118 1.090, H119 1.090, H120 1.090
107 H -1.8958 -1.2386 -5.4219  C101 1.090
108 H -0.2911 -1.6493 -6.0535  C101 1.090
109 H -0.4701 -0.8247 -4.5537  C101 1.090
110 H -1.7922 -3.5294 -5.0048  C102 1.090
111 H -0.0469 -3.6201 -4.7050  C102 1.090
112 H -2.2310 -2.5569 -2.8650  C103 1.090
113 H -0.5523 -2.3337 -2.4855  C103 1.090
114 H -0.1709 -4.8254 -2.4252  C104 1.090
115 H -1.1614 -4.1538 -1.2963  C104 1.090
116 H -3.1787 -5.0291 -3.0152  C105 1.090
117 H -1.8632 -5.8075 -3.7738  C105 1.090
118 H -1.1606 -6.9600 -1.7442  C106 1.090
119 H -2.5769 -6.2802 -0.8427  C106 1.090
120 H -2.8222 -7.3963 -2.2402  C106 1.090
121 C 5.9519 2.5870 -0.7498  C122 1.534, H127 1.090, H128 1.090, H129 1.090
122 C 7.0824 2.9158 -1.7331  C121 1.534, C123 1.554, H130 1.090, H131 1.090
123 C 6.8886 2.2877 -3.1414  C122 1.554, C124 1.503, H132 1.090, H133 1.090
124 C 8.0460 2.7282 -3.9929  C123 1.503, C125 1.507, H134 1.090, H135 1.090
125 C 8.2159 1.9034 -5.2432  C124 1.507, C126 1.504, H136 1.090, H137 1.090
126 C 8.7767 0.5182 -5.0756  C125 1.504, H138 1.090, H139 1.090, H140 1.090
127 H 6.0883 3.0085 0.2461  C121 1.090
128 H 5.8089 1.5186 -0.5879  C121 1.090
129 H 4.9924 3.0112 -1.0455  C121 1.090
130 H 7.2150 3.9916 -1.8481  C122 1.090
131 H 8.0390 2.5591 -1.3513  C122 1.090
132 H 5.9077 2.6218 -3.4792  C123 1.090
133 H 6.7823 1.2141 -2.9860  C123 1.090
134 H 7.8899 3.7983 -4.1298  C124 1.090
135 H 8.9691 2.6031 -3.4269  C124 1.090
136 H 7.2533 1.9422 -5.7530  C125 1.090
137 H 8.8900 2.4190 -5.9272  C125 1.090
138 H 9.8510 0.5661 -4.8981  C126 1.090
139 H 8.3446 -0.0917 -4.2823  C126 1.090
140 H 8.6715 -0.0261 -6.0141  C126 1.090
141 C -1.7142 -3.5975 4.4099  O142 1.419, H147 1.090, H148 1.090, H149 1.090
142 O -1.8617 -2.2072 4.6554  C141 1.419, C143 1.427
143 C -3.1742 -1.7388 4.9637  O142 1.427, C144 1.540, H150 1.090, H151 1.090
144 C -4.0844 -1.7142 3.7213  C143 1.540, O145 1.388, H152 1.090, H153 1.090
145 O -5.3631 -1.3667 4.1339  C144 1.388, C146 1.409
146 C -6.3113 -1.3634 3.0911  O145 1.409, H154 1.090, H155 1.090, H156 1.090
147 H -2.3092 -3.9795 3.5803  C141 1.090
148 H -1.9632 -4.2206 5.2689  C141 1.090
149 H -0.6657 -3.7678 4.1654  C141 1.090
150 H -3.1380 -0.7259 5.3649  C143 1.090
151 H -3.5634 -2.4136 5.7261  C143 1.090
152 H -4.0709 -2.6803 3.2166  C144 1.090
153 H -3.7659 -0.9950 2.9667  C144 1.090
154 H -7.1449 -0.6894 3.2882  C146 1.090
155 H -6.7583 -2.3270 2.8466  C146 1.090
156 H -5.7301 -1.0673 2.2178  C146 1.090
157 C -6.3644 0.9305 -3.6206  O158 1.407, H163 1.090, H164 1.090, H165 1.090
158 O -5.6075 0.5806 -2.4876  C157 1.407, C159 1.412
159 C -4.3234 1.1675 -2.4971  O158 1.412, C160 1.566, H166 1.090, H167 1.090
160 C -3.4802 0.7514 -3.7498  C159 1.566, O161 1.370, H168 1.090, H169 1.090
161 O -3.6764 1.5625 -4.8360  C160 1.370, C162 1.419
162 C -3.0052 1.2990 -6.0586  O161 1.419, H170 1.090, H171 1.090, H172 1.090
163 H -6.6221 1.9862 -3.7062  C157 1.090
164 H -7.2515 0.3020 -3.5418  C157 1.090
165 H -5.9787 0.6748 -4.6074  C157 1.090
166 H -3.7704 0.8972 -1.5976  C159 1.090
167 H -4.3415 2.2568 -2.4618  C159 1.090
168 H -3.7959 -0.2300 -4.1036  C160 1.090
169 H -2.4343 0.7201 -3.4442  C160 1.090
170 H -3.2724 0.4049 -6.6218  C162 1.090
171 H -1.9430 1.2438 -5.8200  C162 1.090
172 H -3.2878 2.0528 -6.7935  C162 1.090
173 C -1.6892 -1.3315 1.1203  O174 1.396, H179 1.090, H180 1.090, H181 1.090
174 O -2.0577 -0.0806 0.6221  C173 1.396, C175 1.405
175 C -1.1502 0.6768 -0.1373  O174 1.405, C176 1.524, H182 1.090, H183 1.090
176 C 0.1096 1.0991 0.6097  C175 1.524, O177 1.453, H184 1.090, H185 1.090
177 O 1.1205 1.4842 -0.3597  C176 1.453, C178 1.401
178 C 2.1861 2.2324 0.1588  O177 1.401, H186 1.090, H187 1.090, H188 1.090
179 H -1.2178 -1.9081 0.3245  C173 1.090
180 H -2.5511 -1.8928 1.4812  C173 1.090
181 H -0.9213 -1.1662 1.8761  C173 1.090
182 H -1.6867 1.5644 -0.4727  C175 1.090
183 H -0.9946 0.0874 -1.0409  C175 1.090
184 H 0.5606 0.3375 1.2458  C176 1.090
185 H -0.1634 1.8815 1.3178  C176 1.090
186 H 1.8113 3.0930 0.7128  C178 1.090
187 H 2.8442 2.5732 -0.6405  C178 1.090
188 H 2.7321 1.6694 0.9157  C178 1.090

Values from the calculation:
HOMO level = -9.47 eV
LUMO = 0.69 eV
SMILES = CCCCCC.CCCCCC.CCCCCC.CCCCCC.CCCCCC.CCCCCC.CCCCCC.COCCOC.COCCOC.COCCOC

***

No. 2
Density functional theory data (the ωB97M-V functional and the def2-TZVPD basis) for 14 unconnected molecules or ions with the total composition H28O14 at a distorted geometry.

Last columns: bonded neighbours and bond lengths (Å).
Geometry (Å):
1 O 2.3106 0.3283 2.0415  H2 0.937, H3 0.934
2 H 2.6819 1.0518 1.5762  O1 0.937
3 H 1.6274 0.3014 1.4053  O1 0.934
4 O 2.6447 -2.7242 -2.2502  H5 0.999, H6 0.917
5 H 2.7217 -3.5683 -2.7791  O4 0.999
6 H 1.7575 -2.4931 -2.2733  O4 0.917
7 O -1.2556 0.4701 2.6836  H8 0.934, H9 0.928
8 H -1.0717 -0.3503 2.2774  O7 0.934
9 H -1.1697 0.2544 3.5822  O7 0.928
10 O -3.8845 0.2354 1.7257  H11 0.954, H12 0.930
11 H -4.1375 0.2009 2.6453  O10 0.954
12 H -2.9947 -0.0324 1.7621  O10 0.930
13 O 0.4325 -3.3379 -0.1320  H14 0.942, H15 0.952
14 H 0.0372 -2.7850 -0.7835  O13 0.942
15 H 1.1559 -3.8419 -0.4904  O13 0.952
16 O -1.5128 1.9581 0.1313  H17 0.973, H18 0.997
17 H -1.6799 2.8886 -0.0990  O16 0.973
18 H -1.4887 1.9923 1.1275  O16 0.997
19 O 0.8018 -1.8369 2.8704  H20 0.978, H21 0.973
20 H 1.2671 -0.9850 2.9868  O19 0.978
21 H 1.0496 -2.0778 1.9611  O19 0.973
22 O -1.9585 -2.0622 1.2390  H23 0.970, H24 0.946
23 H -1.5505 -2.7052 1.8392  O22 0.970
24 H -1.1643 -1.8874 0.7564  O22 0.946
25 O -1.9483 1.5082 -2.7354  H26 1.045, H27 0.955
26 H -2.3476 2.4726 -2.7825  O25 1.045
27 H -1.7756 1.3647 -1.8077  O25 0.955
28 O 0.3747 -0.0884 0.2495  H29 0.938, H30 1.008
29 H 0.4133 -0.4333 -0.6220  O28 0.938
30 H -0.4478 0.4891 0.3313  O28 1.008
31 O 0.0150 -1.5273 -2.2900  H32 0.979, H33 0.966
32 H 0.0167 -1.4181 -3.2627  O31 0.979
33 H -0.9145 -1.7049 -2.0967  O31 0.966
34 O 2.1868 0.4908 -2.4699  H35 0.954, H36 0.961
35 H 2.8368 0.6921 -1.8006  O34 0.954
36 H 2.6756 0.0978 -3.1986  O34 0.961
37 O 0.1970 4.0397 1.2092  H38 0.947, H39 0.996
38 H 0.9301 3.7631 1.7408  O37 0.947
39 H 0.0578 3.2771 0.5843  O37 0.996
40 O 1.1291 2.8749 -1.2452  H41 0.962, H42 0.960
41 H 0.6704 3.1243 -2.0532  O40 0.962
42 H 1.3112 1.9839 -1.5539  O40 0.960

Values from the calculation:
HOMO level = -10.52 eV
LUMO = -0.28 eV